# 1
Molecular formula: C10H14NO4
Method: DFT, the ωB97M-V functional and the def2-TZVPD basis

Geometry as XYZ:
```
29
Properties=species:S:1:pos:R:3:forces:R:3
C -2.761231 -1.906113 1.951843 -1.8 -1.6 3.2
C -1.842251 -1.478530 0.945659 -0.4 -1.5 -1.8
C -1.263689 -0.305893 1.043641 1.8 3.1 -0.2
C -0.435535 0.267851 -0.003498 -1.2 0.9 1.2
C 0.437405 1.510048 0.379388 -0.6 -0.7 -0.1
O -0.002777 2.420891 1.030776 -0.2 -1.0 -0.3
O 1.609023 1.373081 -0.160981 0.5 0.4 1.1
C 2.306175 2.695881 -0.311573 -1.1 1.8 0.5
C 3.551424 2.931144 0.427763 0.9 2.3 3.7
O 2.485098 2.695275 -1.637731 1.5 0.3 -2.0
N -0.726888 -0.000753 -1.250165 -0.3 0.0 1.8
O 0.029783 -0.277346 -2.328765 1.8 0.7 -1.6
C -1.027520 -1.161857 -1.977928 1.4 -0.6 0.7
C -0.661328 -2.432177 -1.255826 -0.4 -1.5 -1.7
C -1.702903 -2.519676 -0.149021 2.8 -1.2 1.6
H -3.178408 -2.893920 1.698664 -0.2 0.5 0.0
H -3.607215 -1.200439 2.168389 0.9 -0.5 -0.3
H -2.273413 -2.127941 2.957486 -0.3 0.6 -1.1
H -1.351502 0.339159 1.946953 0.0 -0.7 -0.7
H 1.570994 3.488427 0.108453 0.9 -1.4 -1.5
H 4.004622 3.974911 0.312603 -1.4 -1.0 -0.7
H 4.413870 2.359918 0.172755 0.4 -1.3 0.2
H 3.330883 3.049442 1.575914 0.6 -1.1 -2.0
H 3.376539 2.293508 -1.831268 -1.3 0.7 0.1
H -1.831883 -1.038873 -2.644351 -1.2 -0.4 -0.6
H 0.404183 -2.501459 -0.973839 -0.5 0.7 0.2
H -0.795682 -3.375663 -1.938781 0.0 1.9 1.1
H -2.587046 -2.706651 -0.658030 -2.2 -0.1 -0.4
H -1.470728 -3.472245 0.401472 -0.4 0.7 -0.3
```
Forces are in eV/Å.

Structure (SMILES)   CC1=CC(C(=O)O[C@@H](C)O)=[N+]2O[C@H]2CC1
HOMO   -13.91 eV
Energy above the lowest of the compared OMol25 structures with the same formula, charge and spin   156.5 kJ/mol
Total charge   +1
DFT total energy   -20265.3976 eV
HOMO-LUMO gap   0.3172 Eh
Max |F|   4.474 eV/A
E_LUMO   -0.19413 Ha


# 2
Molecular formula: C10H14O4
Method: DFT, the ωB97M-V functional and the def2-TZVPD basis

Geometry as XYZ:
```
28
Properties=species:S:1:pos:R:3:forces:R:3
C -3.502093 0.770979 0.818702 1.5 -0.7 -1.7
C -2.746417 0.876754 -0.313038 0.3 -0.1 2.6
C -1.315069 0.627601 -0.178619 0.9 0.8 -2.7
C -0.438456 1.168186 -1.085857 -1.2 -0.4 1.3
C 0.994280 0.871978 -1.017105 -1.7 0.0 0.3
C 1.759904 0.983545 0.229351 -0.4 0.7 1.2
O 1.246477 1.536919 1.381568 -0.3 -2.6 0.5
O 3.041817 1.388415 -0.022844 2.2 0.6 1.2
C 1.466918 -0.340339 -0.290768 -1.0 -2.1 1.6
O 2.570756 -1.069069 -0.723486 -1.5 -1.3 -0.5
C 0.341859 -1.261186 0.264669 -1.5 2.2 -0.5
C -0.164058 -2.076579 -0.919526 2.3 -1.0 0.7
O 0.651759 -1.967098 1.428531 3.8 -2.4 -1.1
C -0.860745 -0.356457 0.810154 1.3 -0.7 0.0
H -4.504872 0.896657 0.617910 -2.3 0.4 0.3
H -3.207456 0.380854 1.819698 0.1 0.6 -1.1
H -3.088684 1.160549 -1.309134 -0.4 0.1 0.5
H -0.770155 1.894377 -1.830023 0.0 -0.3 0.2
H 1.597279 1.189907 -1.769418 1.4 0.7 -2.6
H 1.430036 2.436865 1.325532 0.2 2.7 -0.1
H 3.538058 1.322845 0.834337 -0.5 0.1 -1.0
H 3.316222 -0.550073 -0.509391 1.6 0.9 0.2
H -1.017631 -2.559816 -0.479497 -0.1 -1.4 -0.5
H 0.705052 -2.603027 -1.478282 -1.7 -0.1 1.4
H -0.507805 -1.428340 -1.656544 -0.8 1.4 -1.2
H 1.530590 -2.504829 1.192490 -2.8 1.5 0.9
H -0.362873 0.137319 1.624951 -0.2 0.3 0.6
H -1.704689 -0.926943 1.235648 0.7 -0.2 -0.5
```
Forces are in eV/Å.

Structure (SMILES)   C=CC1=C[C@H]2C(O)(O)[C@@]2(O)[C@@](C)(O)C1
HOMO   -8.09 eV
Energy above the lowest of the compared OMol25 structures with the same formula, charge and spin   280.6 kJ/mol
DFT total energy   -18783.6387 eV
HOMO-LUMO gap   0.3127 Eh
Max |F|   4.636 eV/A
E_LUMO   0.01528 Ha


# 3
Molecular formula: C10H14OS
Method: DFT, the ωB97M-V functional and the def2-TZVPD basis

Geometry as XYZ:
```
26
Properties=species:S:1:pos:R:3:forces:R:3
C -3.905757 -1.462068 -0.455877 -0.4 -1.0 -1.0
C -2.921514 -1.315690 0.537202 -1.5 1.4 -1.8
C -3.976342 -0.272298 -1.238192 -2.8 -2.6 -0.7
C -2.366241 -0.055081 0.552641 1.9 0.4 1.3
C 1.824267 -0.241157 -2.112854 1.0 1.0 1.8
C -1.254610 0.309334 1.403483 -2.0 1.0 -2.5
C 1.948826 -0.266732 -0.722093 -1.3 0.5 0.7
C 1.027763 -0.827931 0.168171 -0.6 -0.7 -1.0
C 3.019711 0.562950 -0.098105 1.4 -0.4 -1.6
C -0.705972 1.673778 1.123404 3.2 1.2 3.7
O -0.511444 2.209501 -0.127442 -0.1 -0.6 -2.0
S -3.038077 0.982443 -0.702738 1.1 -0.1 0.9
H -4.445129 -2.520257 -0.583008 1.0 2.9 -0.1
H -2.617777 -2.050848 1.185998 0.6 -1.6 1.4
H -4.701797 -0.092253 -2.078092 0.9 -0.3 1.0
H 0.876451 -0.549417 -2.514397 0.2 -0.2 -0.8
H 2.654432 0.365315 -2.560473 -1.4 -0.9 -0.5
H 1.038105 -0.863777 1.225362 1.0 0.5 0.9
H 0.183355 -1.421846 -0.116600 -0.3 -0.2 -0.9
H -1.043232 -0.257415 2.304352 0.2 0.2 -0.2
H 3.590852 0.038266 0.628644 0.5 -0.6 0.7
H 2.768631 1.500386 0.328563 -1.0 0.8 0.5
H 3.681885 0.821350 -0.926152 0.5 0.1 0.2
H 0.352984 1.740473 1.636780 -1.8 -0.2 -0.3
H -1.271088 2.503634 1.566272 -0.4 -0.5 0.7
H 0.164439 1.683465 -0.567957 0.0 -0.1 -0.3
```
Forces are in eV/Å.

HOMO (alpha / beta)   -6.96 / -7.94 eV
Energy above the lowest of the compared OMol25 structures with the same formula, charge and spin   513.7 kJ/mol
DFT total energy   -23474.7454 eV
HOMO-LUMO gap (alpha / beta)   0.2391 / 0.2806 Eh
Max |F|   4.989 eV/A
E_LUMO (alpha / beta)   -0.01677 / -0.01120 Ha


# 4
Molecular formula: C10H14OSSi
Method: DFT, the ωB97M-V functional and the def2-TZVPD basis

Geometry as XYZ:
```
27
Properties=species:S:1:pos:R:3:forces:R:3
C -2.268564 -0.557494 1.455595 0.0 0.5 0.0
C -2.460408 -1.822480 1.971076 -1.5 1.3 0.7
C -0.867765 -0.263530 1.395460 0.6 0.3 -1.1
C -0.067708 -1.309951 1.851963 -1.8 -0.2 0.0
C 1.362604 -1.144014 1.883286 1.5 2.0 -1.1
C 1.658863 0.327842 1.895977 -1.9 0.5 -3.4
C -0.175568 0.883283 0.680453 2.1 -2.3 1.1
C 0.334091 2.324267 -2.028615 2.1 0.6 1.5
C -1.174289 -0.526790 -1.973325 -1.1 2.3 4.7
C 1.948957 -0.230783 -1.540945 -2.2 1.2 0.4
O 2.279580 -1.918205 1.885773 0.2 -1.8 0.2
Si 0.170311 0.579745 -1.224576 2.0 0.7 0.2
S -1.027700 -2.645804 2.396509 0.1 0.3 -0.3
H -3.081772 0.188238 1.165270 1.2 -1.3 0.5
H -3.467489 -2.065447 2.366905 0.9 -0.6 -0.6
H 1.145900 0.605321 2.728296 -1.1 1.8 2.5
H 2.603969 0.849778 1.696266 -0.4 -0.8 -0.1
H -0.535690 1.881921 0.883176 0.0 0.2 0.4
H 1.005670 2.384714 -2.940856 -0.8 -0.3 1.1
H -0.618861 2.746999 -2.255874 -0.7 0.5 -0.2
H 0.850766 3.019145 -1.197077 -1.1 -1.4 -1.8
H -0.877926 -1.486244 -1.763606 0.7 -2.6 0.1
H -2.132355 -0.394361 -1.334169 1.3 0.0 -1.4
H -1.268754 -0.302467 -2.952755 -0.7 0.4 -3.2
H 2.804520 0.413009 -1.338638 -0.1 -0.3 0.8
H 1.871195 -1.212761 -1.109828 0.8 -0.4 0.4
H 1.988425 -0.323931 -2.595739 -0.1 -0.4 -1.3
```
Forces are in eV/Å.

HOMO (alpha / beta)   -8.77 / -8.77 eV
Energy above the lowest of the compared OMol25 structures with the same formula, charge and spin   240.6 kJ/mol
DFT total energy   -31354.5960 eV
HOMO-LUMO gap (alpha / beta)   0.3266 / 0.3266 Eh
Max |F|   5.370 eV/A
E_LUMO (alpha / beta)   0.00439 / 0.00440 Ha


# 5
Molecular formula: C10H14OSe
Method: DFT, the ωB97M-V functional and the def2-TZVPD basis

Geometry as XYZ:
```
26
Properties=species:S:1:pos:R:3:forces:R:3
C 1.169218 -0.134561 -2.588250 -1.7 -0.8 -2.0
O 1.554669 0.062862 -1.266132 -0.5 -1.7 1.0
C 0.654725 0.759566 -0.414102 1.1 2.8 -1.5
C 0.231884 2.110359 -1.194442 -1.3 -2.1 -0.5
Se 1.929916 1.434729 0.944295 -0.1 -1.2 0.7
C 2.472049 -0.369896 1.663566 0.0 0.3 -0.6
C -0.488768 0.035595 0.180201 -1.4 -2.6 0.1
C -1.471666 0.703130 0.932018 1.5 0.4 0.3
C -2.549050 0.077656 1.552297 2.4 0.2 -2.1
C -2.680249 -1.293670 1.356537 -3.2 0.2 3.8
C -1.748210 -2.030910 0.712715 0.8 -1.0 -0.7
C -0.664052 -1.374623 0.081424 -2.0 1.7 1.4
H 1.647376 -1.040203 -3.102432 0.0 1.4 1.2
H 1.457343 0.821111 -3.079862 -0.6 -0.9 -0.6
H 0.034743 -0.413126 -2.752055 1.8 1.0 0.5
H 1.076048 2.438063 -1.778010 0.3 0.2 0.0
H -0.085220 2.884003 -0.525558 -0.2 0.4 0.4
H -0.630519 1.898713 -1.922421 1.2 0.2 1.1
H 3.533569 -0.539279 1.479582 -0.2 0.1 -0.1
H 2.288411 -0.401895 2.711210 -0.1 0.3 0.9
H 1.891929 -1.204552 1.258651 0.0 0.5 -0.4
H -1.152596 1.707372 1.232859 -0.8 0.0 -0.3
H -3.070694 0.779948 2.125928 -1.5 0.0 1.1
H -3.496445 -1.758387 2.059695 1.5 0.4 -1.9
H -1.868751 -3.153071 0.751308 0.5 1.4 -0.4
H -0.035660 -1.998934 -0.419022 2.1 -1.2 -1.5
```
Forces are in eV/Å.

Structure (SMILES)   CO[C@](C)([Se]C)c1ccccc1
HOMO   -8.21 eV
Energy above the lowest of the compared OMol25 structures with the same formula, charge and spin   36.9 kJ/mol
DFT total energy   -77988.6639 eV
HOMO-LUMO gap   0.3313 Eh
Max |F|   4.951 eV/A
E_LUMO   0.02942 Ha


# 6
Molecular formula: C10H15AlF4N2O
Method: DFT, the ωB97M-V functional and the def2-TZVPD basis

Geometry as XYZ:
```
33
Properties=species:S:1:pos:R:3:forces:R:3
C 1.952360 -0.812594 2.722443 0.4 0.0 -0.3
C 1.835007 -0.163045 1.722460 -0.4 -0.2 0.3
C 1.604159 0.613432 0.565488 0.3 -0.3 0.4
N 2.232644 1.767993 0.329062 0.1 0.3 -0.2
C 1.842685 2.255072 -0.888467 0.0 0.1 -0.1
C 0.950809 1.372617 -1.374532 -0.1 0.0 -0.3
N 0.803352 0.358841 -0.462011 -0.3 0.4 -0.2
C -0.057852 -0.807039 -0.726576 0.0 -0.3 0.0
C -0.850040 -1.386601 0.426708 -0.4 0.2 0.2
C -2.122292 -0.616794 0.842514 0.2 -0.3 -0.3
C -1.931208 0.885005 0.898545 0.3 0.0 -0.1
O -3.054995 1.679611 1.222692 0.0 0.0 0.0
C -4.221495 1.028721 1.674200 -0.2 0.3 0.2
H 2.185727 -1.467961 3.527313 -0.1 0.1 0.2
H 2.913338 2.182711 0.942515 0.1 -0.1 0.1
H 2.213838 3.150568 -1.345578 0.2 0.1 0.2
H 0.433172 1.396537 -2.313995 -0.1 -0.2 0.0
H -0.752225 -0.512017 -1.508926 0.1 0.2 -0.1
H 0.611707 -1.528041 -1.160972 0.2 -0.6 -0.3
H -1.192434 -2.354296 0.064713 0.1 -0.2 0.0
H -0.239784 -1.602046 1.297090 0.2 0.1 0.0
H -2.421564 -1.027600 1.804167 -0.2 0.1 0.1
H -2.897436 -0.876041 0.121638 -0.2 0.1 0.0
H -1.593577 1.226380 -0.082294 0.0 0.1 -0.1
H -1.108505 1.111960 1.588546 -0.1 0.1 0.2
H -4.055741 0.438629 2.576283 0.1 -0.2 0.0
H -4.921236 1.815809 1.942499 0.0 0.1 0.0
H -4.699835 0.428387 0.900427 0.1 -0.2 0.0
F 1.849709 -2.451128 -2.857014 -0.1 0.1 0.2
Al 3.386843 -1.723421 -2.956907 0.0 -0.1 0.0
F 3.938024 -1.542211 -1.362129 -0.1 0.1 0.2
F 3.175170 -0.176042 -3.607542 -0.1 0.2 0.1
F 4.446003 -2.638789 -3.872823 0.0 0.0 0.0
```
Forces are in eV/Å.

HOMO   -10.36 eV
DFT total energy   -33113.4532 eV
HOMO-LUMO gap   0.3472 Eh
Max |F|   0.702 eV/A
E_LUMO   -0.03366 Ha


# 7
Molecular formula: C10H15BF2NO10P
Method: DFT, the ωB97M-V functional and the def2-TZVPD basis

Geometry as XYZ:
```
40
Properties=species:S:1:pos:R:3:forces:R:3
N 3.179029 -0.922920 0.865198 -0.5 0.3 -0.1
P 1.649091 -1.141686 0.655120 1.6 -0.1 -0.3
C 1.246471 -1.864773 -1.029493 -1.3 1.3 0.0
B 0.731999 -0.612789 -1.880391 -0.1 -0.5 -0.6
O -0.632491 -0.371652 -1.974330 0.4 0.8 0.8
O 1.582822 0.235043 -2.518317 0.5 0.0 0.7
C 2.324408 -2.774773 -1.613741 0.0 -0.8 1.0
C 1.489341 -4.015216 -1.940821 -0.4 0.8 0.5
C 0.303693 -3.958586 -0.976140 3.3 2.8 -2.5
O -0.282488 -4.844420 -0.548021 -2.9 -3.3 2.0
O 0.046478 -2.646829 -0.765421 -0.1 -0.1 0.6
H 3.373302 0.059460 1.068048 0.3 -0.6 0.0
H 1.070454 -2.066912 1.558190 -0.4 0.1 -0.3
H 0.877638 0.042312 0.727181 -0.4 -0.4 0.0
H -0.937254 -0.228806 -1.065577 -0.6 -0.5 -0.2
H 1.336465 1.133262 -2.262607 0.0 0.1 -0.7
H 3.075366 -2.956865 -0.852496 0.2 -0.2 0.1
H 2.860984 -2.391275 -2.460697 -0.1 0.5 -0.4
H 1.946073 -4.985372 -1.861779 0.3 -0.2 -0.4
H 1.020487 -3.778887 -2.892259 0.0 -0.7 -0.5
O 3.498611 1.276920 2.546170 0.0 0.5 0.1
C 2.531315 1.563105 3.161435 0.1 0.1 0.0
O 2.527505 2.315274 4.286605 -0.2 -0.2 -0.1
C 1.165920 2.537305 4.662906 0.1 0.2 0.3
C 0.464102 1.380462 3.997599 -0.3 0.2 -0.3
F -0.790511 1.712515 3.613432 0.0 -0.1 0.0
O 1.256574 1.159642 2.837887 0.4 0.1 0.7
H 0.829946 3.497545 4.269515 -0.1 -0.1 -0.1
H 1.055857 2.536559 5.744134 0.2 -0.1 0.0
H 0.429302 0.465975 4.591856 -0.1 0.0 0.0
O -4.812624 2.690495 0.434756 0.0 0.0 0.0
C -4.445249 2.350242 -0.636043 -0.1 0.0 0.1
O -3.899448 1.136737 -0.918671 0.0 0.3 -0.2
C -3.715699 1.061480 -2.337380 0.3 -0.4 -0.1
C -3.656379 2.516481 -2.723827 -0.4 0.0 -0.2
F -4.166978 2.730728 -3.960672 0.0 0.1 0.0
O -4.499520 3.125906 -1.761538 0.4 -0.2 0.2
H -4.568451 0.552743 -2.788928 -0.1 0.2 -0.1
H -2.805236 0.521172 -2.585370 0.0 0.0 0.2
H -2.660906 2.960398 -2.665514 0.0 0.1 -0.1
```
Forces are in eV/Å.

Structure (SMILES)   N=[PH2][C@@]1(B(O)O)CCC(=O)O1.O=C1OC[C@@H](F)O1.O=C1OC[C@@H](F)O1
HOMO   -8.70 eV
DFT total energy   -47979.6210 eV
HOMO-LUMO gap   0.3161 Eh
Max |F|   5.023 eV/A
E_LUMO   -0.00357 Ha